The following is a DFT calculation (ωB97M-V with the def2-TZVPD basis set) of a structure of composition C42H44BrClMnN5O5Sb at a distorted geometry.

Calculated values
⟨S²⟩: 3.79
Total charge: +2
Energy above the lowest of the compared OMol25 structures with the same formula, charge and spin: 74.7 kJ/mol
2S+1: 4
HOMO-LUMO gap (alpha / beta): 5.722 / 4.528 eV
HOMO level (alpha / beta): -12.5 / -12.5 eV

Last column: Mulliken charge in e.
Element x y z (Å)
Mn: 1.245 -0.125 2.736  0.14
Br: 2.949 -2.018 4.965  -0.02
C: 3.877 -0.587 4.149  0.20
C: 5.204 -0.326 4.465  -0.56
C: 5.839 0.752 3.867  -0.54
C: 5.129 1.514 2.946  -0.77
C: 3.821 1.162 2.666  -0.17
N: 3.175 0.135 3.269  0.13
C: 2.949 1.854 1.660  0.70
O: 3.292 2.801 0.984  -0.60
O: 1.777 1.304 1.593  0.78
H: 5.709 -0.958 5.178  0.49
H: 6.864 0.984 4.115  0.49
H: 5.556 2.363 2.436  0.58
N: 0.563 1.213 4.329  -0.30
C: -0.420 0.455 5.126  -0.54
C: -0.941 -0.671 4.197  0.50
O: -2.083 -1.030 4.123  -0.56
O: 0.035 -1.115 3.450  -0.51
H: 1.244 1.667 4.942  0.36
H: 0.077 1.966 3.830  -0.03
H: -1.245 1.077 5.477  0.39
H: 0.073 -0.023 5.979  0.33
C: -0.903 5.886 -3.909  -0.59
C: -0.420 4.648 -4.298  -0.45
C: 0.115 3.784 -3.354  -0.65
C: 0.127 4.171 -2.030  0.44
C: -0.319 5.413 -1.628  -0.50
C: -0.854 6.267 -2.580  -0.71
Sb: 0.731 2.748 -0.463  1.28
C: -1.057 1.483 -0.449  0.10
C: -2.031 1.668 -1.417  -0.50
C: -3.270 1.066 -1.258  -1.06
C: -3.535 0.282 -0.148  -0.80
C: -2.547 0.069 0.801  -0.45
C: -1.308 0.664 0.638  0.41
C: 0.123 3.944 1.240  0.84
C: -1.197 3.933 1.672  -0.29
C: -1.594 4.779 2.695  -0.65
C: -0.676 5.630 3.290  -0.60
C: 0.640 5.646 2.853  -0.75
C: 1.037 4.807 1.825  -0.93
H: -1.306 6.560 -4.648  0.41
H: -0.452 4.353 -5.335  0.45
H: 0.512 2.825 -3.657  0.54
H: -0.269 5.721 -0.593  0.51
H: -1.224 7.233 -2.273  0.43
H: -1.841 2.310 -2.267  0.46
H: -4.040 1.241 -1.993  0.42
H: -4.514 -0.149 -0.009  0.45
H: -2.750 -0.526 1.678  0.54
H: -0.528 0.499 1.385  0.03
H: -1.926 3.283 1.207  0.45
H: -2.628 4.792 3.007  0.45
H: -0.992 6.292 4.080  0.42
H: 1.353 6.330 3.292  0.46
H: 2.058 4.827 1.468  0.57
C: 1.149 -0.860 -3.219  -2.21
C: 0.269 -1.999 -3.753  1.95
C: 1.124 -2.919 -4.629  -1.78
C: -0.813 -1.355 -4.639  -1.74
C: -0.392 -2.781 -2.559  1.28
O: -1.138 -1.883 -1.756  0.20
C: -1.258 -3.957 -3.100  -1.28
C: -2.588 -4.171 -2.358  -1.42
C: -2.405 -4.666 -0.959  -0.59
C: -2.585 -3.825 0.139  0.12
C: -2.403 -4.291 1.426  -0.70
C: -2.049 -5.624 1.632  0.28
Cl: -1.840 -6.214 3.228  -0.21
C: -1.875 -6.480 0.545  -0.88
C: -2.054 -5.999 -0.735  0.16
C: 0.634 -3.432 -1.583  -2.19
N: 1.215 -2.547 -0.613  1.33
C: 0.692 -2.146 0.542  -0.16
N: 1.575 -1.371 1.175  0.35
C: 2.641 -1.344 0.331  -0.88
N: 2.441 -2.051 -0.745  -1.37
H: 1.390 -0.180 -4.033  0.66
H: 2.083 -1.242 -2.818  0.28
H: 0.629 -0.295 -2.441  0.29
H: 1.538 -2.341 -5.450  0.49
H: 0.543 -3.729 -5.058  0.34
H: 1.959 -3.345 -4.081  0.41
H: -0.335 -0.908 -5.505  0.54
H: -1.347 -0.563 -4.117  0.36
H: -1.537 -2.070 -5.018  0.34
H: -1.831 -1.506 -2.309  0.39
H: -0.665 -4.870 -3.052  0.48
H: -1.500 -3.796 -4.147  0.74
H: -3.149 -4.915 -2.925  0.60
H: -3.169 -3.249 -2.354  0.31
H: -2.869 -2.795 -0.024  0.48
H: -2.550 -3.642 2.275  0.62
H: -1.613 -7.513 0.710  0.45
H: -1.938 -6.666 -1.577  0.46
H: 1.440 -3.882 -2.159  0.23
H: 0.101 -4.202 -1.019  0.56
H: -0.283 -2.423 0.891  0.73
H: 3.559 -0.823 0.532  0.76

Force components x, y, z for each atom (eV/Å):
1.8 1.6 -0.5
0.2 0.3 -0.1
-0.6 -0.4 0.0
0.0 0.2 0.0
-0.3 -0.3 0.1
-0.5 -0.1 -0.2
0.1 0.1 0.1
0.8 -0.1 0.3
0.6 0.3 0.1
0.0 -0.2 0.1
-0.9 -0.2 -0.1
0.0 0.0 0.1
0.1 0.0 0.0
0.1 0.1 -0.1
0.2 0.1 -0.5
-0.5 -0.6 -0.1
-1.5 1.4 1.6
0.6 0.0 0.0
-0.3 -2.2 -0.8
-0.1 -0.2 -0.3
0.2 -0.1 0.1
0.1 -0.1 0.0
0.0 0.1 -0.1
0.0 0.0 0.0
0.1 -0.1 0.0
0.1 -0.2 -0.4
0.6 -0.7 0.7
-0.1 0.3 0.3
0.0 0.1 0.1
-1.9 0.9 0.0
1.0 0.3 0.0
0.2 0.2 -0.1
-0.1 0.0 -0.1
0.0 0.0 0.0
0.1 0.0 0.2
0.2 -0.1 0.2
0.5 -0.5 -0.5
-0.1 -0.2 -0.1
0.0 0.0 0.0
0.0 0.0 0.0
0.0 0.1 0.0
0.2 0.0 -0.1
-0.1 0.1 -0.1
0.0 0.0 -0.1
0.0 -0.1 -0.1
0.0 0.0 0.0
0.0 0.1 0.0
-0.1 0.0 0.0
-0.1 0.0 -0.1
-0.1 -0.1 0.0
0.0 -0.1 0.1
-0.3 0.1 -0.2
-0.1 0.0 0.0
-0.1 0.0 0.1
0.0 0.1 0.1
0.0 0.0 0.1
0.1 0.1 0.1
0.0 -0.1 -0.1
0.0 0.1 0.2
-0.2 0.1 0.1
0.1 -0.2 0.2
0.4 -0.2 -0.4
-0.1 0.1 0.0
-0.2 0.3 0.1
0.3 -0.1 -0.2
-0.1 -0.1 0.4
0.1 -0.3 -0.3
0.1 -0.4 0.3
0.0 0.3 -0.7
0.1 -0.1 0.4
0.0 0.1 0.5
-0.1 0.5 -0.1
-0.7 -0.3 -0.7
-0.3 0.4 1.1
-0.1 0.0 -0.1
-0.3 0.1 0.3
0.0 -0.2 -0.2
1.2 0.2 -0.1
0.1 0.1 -0.1
0.1 0.1 0.0
0.0 0.0 0.0
0.1 0.0 -0.1
-0.1 -0.1 -0.1
0.2 -0.1 0.1
0.1 0.1 -0.1
-0.1 0.2 0.1
-0.1 -0.1 -0.1
0.0 0.1 0.1
0.0 -0.1 -0.1
0.1 0.0 0.0
-0.1 0.1 0.0
-0.1 0.0 -0.1
0.0 0.1 0.0
0.0 0.1 0.2
0.0 -0.1 0.1
0.0 -0.1 -0.1
0.0 0.0 0.2
0.1 0.0 -0.1
-0.2 -0.1 0.1
0.1 0.0 0.0

---

The following is a DFT calculation (ωB97M-V with the def2-TZVPD basis set) of a cluster of 4 separate species, C42H44F9IN2O13PS2 in total at a distorted geometry.

Calculated values
Total charge: +1
2S+1: 1
HOMO-LUMO gap: 6.256 eV
HOMO level: -10.6 eV

Last column: Mulliken charge in e.
Element x y z (Å)
C: -4.399 -0.877 2.298  -0.83
C: -4.050 -0.839 0.713  -0.38
I: -2.430 0.665 0.530  0.06
C: -3.574 -2.321 0.321  -0.97
C: -3.804 -2.731 -1.203  0.08
C: -2.699 -2.528 -2.305  -0.26
C: -1.273 -1.861 -2.045  -0.56
C: -1.082 -0.694 -3.154  -0.57
C: -0.574 0.716 -2.499  -0.62
S: 0.293 1.774 -3.749  -0.18
C: 1.818 2.527 -2.997  0.01
S: 2.395 1.965 -1.506  -0.17
N: 2.473 3.587 -3.797  0.05
C: 2.634 4.856 -3.028  -0.59
C: 3.720 5.870 -3.627  -0.24
O: 5.015 5.168 -3.556  -0.33
C: 4.908 4.144 -4.573  -0.46
C: 3.770 3.046 -4.316  -0.41
C: -2.971 -3.000 -3.778  -0.38
N: -4.191 -3.625 -4.195  0.30
C: -4.409 -4.111 -5.611  -0.98
C: -3.455 -5.368 -5.961  -0.69
C: -4.042 -6.771 -5.456  0.88
F: -5.086 -7.112 -6.395  -0.32
F: -4.693 -6.686 -4.186  -0.32
C: -2.959 -7.962 -5.547  0.45
F: -3.410 -8.903 -6.530  -0.27
F: -1.682 -7.515 -6.036  -0.31
C: -2.665 -8.704 -4.158  0.54
F: -2.296 -7.805 -3.103  -0.24
F: -1.487 -9.498 -4.379  -0.28
C: -3.808 -9.732 -3.682  0.65
F: -3.999 -9.606 -2.270  -0.24
F: -3.349 -11.067 -3.867  -0.22
F: -5.060 -9.537 -4.290  -0.21
C: -5.273 -3.808 -3.228  -0.24
C: -5.146 -3.389 -1.728  0.47
P: -6.623 -3.746 -0.612  0.16
C: -7.149 -2.241 0.408  -0.69
C: -8.130 -4.076 -1.762  -0.94
H: -5.350 -1.456 2.538  0.21
H: -4.382 0.189 2.708  0.38
H: -3.498 -1.409 2.786  0.29
H: -4.898 -0.432 0.072  0.47
H: -4.182 -3.061 0.960  0.59
H: -2.475 -2.462 0.606  0.60
H: -0.464 -2.654 -2.277  0.33
H: -1.088 -1.524 -0.973  0.20
H: -0.361 -1.058 -3.964  0.36
H: -2.077 -0.431 -3.676  0.36
H: -1.543 1.272 -2.218  0.16
H: 0.057 0.424 -1.595  0.36
H: 2.870 4.724 -1.918  0.36
H: 1.616 5.403 -3.076  0.27
H: 3.548 6.170 -4.715  0.33
H: 3.820 6.765 -2.903  0.11
H: 5.915 3.572 -4.559  0.27
H: 4.860 4.653 -5.599  0.32
H: 3.534 2.577 -5.350  0.21
H: 4.204 2.180 -3.692  0.33
H: -2.152 -2.838 -4.568  0.41
H: -5.519 -4.369 -5.706  0.37
H: -4.162 -3.269 -6.337  0.37
H: -2.395 -5.169 -5.556  0.36
H: -3.415 -5.440 -7.111  0.46
H: -6.213 -4.306 -3.659  0.11
H: -8.306 -2.222 0.421  0.44
H: -6.826 -1.231 -0.009  0.20
H: -6.822 -2.435 1.485  0.09
H: -8.252 -5.188 -1.972  0.31
H: -9.059 -3.600 -1.279  0.33
H: -7.970 -3.495 -2.752  0.33
C: 0.189 -0.626 6.942  -0.80
C: -0.893 -0.784 6.176  0.23
C: -0.824 -0.643 4.694  0.84
O: -1.831 -0.812 4.022  -0.45
C: 0.468 -0.297 4.095  -0.94
C: 1.551 -0.136 4.860  0.33
C: 1.487 -0.304 6.341  0.63
O: 2.498 -0.168 7.006  -0.55
O: 2.756 0.187 4.319  -0.57
O: -2.106 -1.080 6.720  -0.58
H: 0.153 -0.728 8.018  0.54
H: 0.501 -0.181 3.020  0.50
H: 3.374 0.245 5.075  0.34
H: -2.721 -1.144 5.965  0.32
C: 4.477 10.568 -1.018  -1.02
C: 4.741 11.856 -1.253  0.44
C: 5.835 12.269 -2.178  0.90
O: 6.035 13.453 -2.383  -0.60
C: 6.638 11.215 -2.807  -0.84
C: 6.376 9.928 -2.570  0.35
C: 5.265 9.515 -1.666  0.97
O: 5.044 8.329 -1.487  -0.61
O: 7.115 8.939 -3.145  -0.57
O: 4.020 12.844 -0.657  -0.56
H: 3.685 10.255 -0.351  0.42
H: 7.440 11.528 -3.462  0.42
H: 6.729 8.102 -2.818  0.34
H: 4.403 13.680 -0.988  0.35
C: 4.517 -0.617 11.570  -0.99
C: 5.800 -0.765 11.908  0.37
C: 6.898 -0.436 10.955  0.93
O: 8.058 -0.565 11.305  -0.60
C: 6.528 0.031 9.615  -0.82
C: 5.246 0.176 9.274  0.36
C: 4.147 -0.127 10.238  0.95
O: 2.987 0.033 9.901  -0.56
O: 4.891 0.606 8.031  -0.55
O: 6.157 -1.221 13.140  -0.56
H: 3.711 -0.850 12.253  0.42
H: 7.335 0.249 8.927  0.43
H: 3.911 0.629 8.026  0.37
H: 7.135 -1.236 13.137  0.35

Force components x, y, z for each atom (eV/Å):
1.3 0.0 -0.5
-0.5 -0.5 1.2
-0.8 -0.7 0.0
-0.4 -0.3 -0.8
0.1 -0.9 -3.9
-2.6 -1.6 -0.5
-0.2 -0.6 -1.3
0.0 1.0 -0.2
-0.7 -1.2 0.3
1.1 0.8 0.5
0.1 -0.7 1.6
-0.9 1.0 -2.2
0.2 -1.2 1.0
-1.0 2.1 0.4
0.4 -0.8 1.2
-1.8 -0.3 -1.4
1.4 -0.7 0.0
0.9 -0.8 -1.6
-1.0 0.1 2.6
0.0 0.9 3.6
0.3 -0.6 -0.4
-0.3 0.3 0.1
-1.4 0.8 -1.4
1.9 0.8 2.2
1.7 -0.3 -2.4
0.9 -1.0 -1.4
1.1 2.0 2.7
-3.1 -0.5 1.2
2.7 -0.9 0.6
-1.3 -1.8 -2.8
-2.8 1.9 0.4
-1.0 -2.0 2.3
0.4 0.0 -3.6
-1.6 3.6 0.0
3.2 -0.5 1.2
2.2 1.2 1.6
1.9 1.2 -3.0
-0.4 -0.7 0.1
-0.8 0.6 0.0
0.3 1.2 -0.9
1.2 1.0 -0.4
-0.4 -1.6 -0.5
-1.6 0.8 -0.7
1.3 -0.7 0.8
0.8 1.1 -1.0
-1.6 0.2 -0.5
-1.4 1.1 0.5
-0.7 -0.3 -1.5
-0.9 0.6 1.2
1.5 -0.7 0.8
1.9 -0.7 -0.1
-0.6 1.0 -1.3
-0.1 -0.1 -1.5
1.5 -0.9 0.1
-0.1 -0.2 1.5
-0.4 -1.4 -1.4
-1.6 0.9 0.0
-0.4 -0.8 1.3
0.5 0.7 1.6
-0.7 1.6 -0.5
-1.6 -0.4 1.3
1.7 0.3 0.1
-0.3 -1.1 1.1
-1.7 -0.5 -0.6
0.1 0.0 1.9
1.7 0.9 0.9
1.9 -0.2 -0.1
-0.3 -1.4 0.8
-0.3 0.5 -1.7
0.1 1.6 0.4
1.4 -1.0 -0.6
-0.5 -1.0 1.5
0.4 0.0 0.1
-0.9 -0.2 1.0
0.4 0.2 -0.7
0.1 -0.1 0.5
-0.5 -0.1 -0.1
1.1 0.4 -1.1
-0.3 -0.1 0.8
-0.2 0.0 -0.7
-1.0 -0.3 1.1
0.8 0.2 -1.1
0.0 0.0 0.0
0.0 0.0 0.0
0.0 0.0 -0.2
0.0 0.0 0.2
0.1 -0.4 -0.1
-1.0 0.5 0.9
0.7 0.1 -0.5
-0.3 -0.2 0.3
-0.1 0.4 0.1
1.0 -0.5 -0.8
-0.6 0.0 0.5
0.2 0.1 -0.2
-1.1 0.5 0.8
1.0 -0.5 -0.8
0.0 0.0 0.0
0.0 0.0 0.0
0.1 0.0 -0.1
-0.1 -0.1 0.1
-0.2 0.1 -0.3
-0.2 -0.5 1.3
0.5 0.2 -0.6
-0.4 -0.1 0.2
0.2 -0.1 0.3
0.3 0.5 -1.4
-0.5 -0.2 0.6
0.4 0.1 -0.1
-0.2 -0.3 1.5
0.3 0.5 -1.3
0.0 0.0 0.0
0.0 0.0 0.0
0.2 -0.1 -0.1
-0.1 0.0 0.1

---

The following is a DFT calculation (ωB97M-V with the def2-TZVPD basis set) of a structure of composition C42H44NiP2 at a distorted geometry.

Calculated values
⟨S²⟩: 2.04
Total charge: 0
2S+1: 3
HOMO-LUMO gap (alpha / beta): 7.088 / 5.890 eV
HOMO level (alpha / beta): -6.8 / -6.8 eV

Last column: Mulliken charge in e.
Element x y z (Å)
Ni: 3.041 -1.017 -0.286  -0.13
C: -0.265 1.809 2.194  -0.53
C: 0.907 1.274 2.519  0.32
C: 1.337 0.255 3.552  -1.10
C: 1.191 -1.259 3.206  0.27
C: -0.151 -1.719 2.724  -0.74
C: -1.241 -0.964 2.533  -0.47
C: -1.683 0.108 3.468  -0.76
C: -1.643 1.459 2.724  -0.73
C: 2.616 -2.926 -0.531  -0.58
H: -0.253 2.784 1.686  0.37
H: 1.773 1.639 1.945  0.13
H: 0.898 0.475 4.543  0.48
H: 2.429 0.413 3.673  0.41
H: 1.962 -1.539 2.453  -0.26
H: 1.486 -1.809 4.115  0.34
H: -0.139 -2.755 2.361  0.44
H: -1.866 -1.110 1.653  0.54
H: -0.995 0.168 4.322  0.26
H: -2.718 -0.068 3.815  0.42
H: -2.375 1.500 1.901  0.18
H: -1.988 2.245 3.419  0.45
H: 3.092 -3.281 -1.469  0.35
H: 1.508 -3.042 -0.561  0.37
H: 2.987 -3.527 0.324  -0.33
P: 7.395 -2.484 2.400  0.43
P: 6.414 -4.967 2.540  0.34
C: 7.037 -2.942 4.095  -0.58
C: 6.676 -4.261 4.178  -0.74
C: 9.204 -2.075 2.556  0.45
C: 9.841 -1.861 3.788  -0.11
C: 11.215 -1.598 3.860  -0.65
C: 11.991 -1.578 2.694  -0.44
C: 11.370 -1.812 1.457  -0.60
C: 10.002 -2.066 1.389  -0.42
C: 6.438 -0.959 2.070  -0.17
C: 5.136 -1.061 1.513  0.15
C: 4.409 0.101 1.209  -0.14
C: 4.982 1.346 1.524  -0.77
C: 6.229 1.444 2.147  -0.76
C: 6.985 0.291 2.396  -0.64
C: 7.447 -6.540 2.768  0.26
C: 8.842 -6.401 2.887  -0.29
C: 9.647 -7.519 3.118  -0.65
C: 9.079 -8.797 3.221  -0.44
C: 7.696 -8.942 3.093  -0.66
C: 6.889 -7.823 2.873  -0.33
C: 4.704 -5.637 2.706  0.56
C: 4.129 -6.274 1.585  -0.48
C: 2.863 -6.845 1.688  -0.65
C: 2.158 -6.770 2.893  -0.50
C: 2.722 -6.120 3.998  -0.72
C: 3.987 -5.542 3.902  -0.14
H: 7.144 -2.261 4.934  0.70
H: 6.539 -4.864 5.078  0.74
H: 9.276 -1.904 4.719  0.26
H: 11.696 -1.412 4.824  0.38
H: 13.063 -1.374 2.741  0.37
H: 11.968 -1.798 0.541  0.35
H: 9.523 -2.258 0.428  0.35
H: 4.711 -2.048 1.324  0.11
H: 3.334 0.146 0.825  1.14
H: 4.423 2.256 1.281  0.39
H: 6.630 2.415 2.448  0.39
H: 7.974 0.365 2.842  0.40
H: 9.299 -5.413 2.813  0.30
H: 10.723 -7.405 3.226  0.39
H: 9.709 -9.673 3.391  0.35
H: 7.237 -9.928 3.174  0.38
H: 5.810 -7.951 2.796  0.24
H: 4.693 -6.325 0.652  0.41
H: 2.438 -7.352 0.821  0.43
H: 1.174 -7.227 2.973  0.38
H: 2.181 -6.069 4.938  0.40
H: 4.416 -5.032 4.768  0.32
C: 1.204 0.038 -1.325  -1.65
C: -0.033 0.797 -1.176  0.98
C: -0.153 2.191 -1.487  -0.45
C: -1.387 2.854 -1.436  -0.60
C: -2.554 2.180 -1.055  -0.21
C: -2.467 0.823 -0.720  -0.79
C: -1.230 0.170 -0.732  -0.31
H: 1.013 -0.999 -1.621  0.48
H: 1.902 0.567 -1.993  0.52
H: 0.739 2.741 -1.804  0.33
H: -1.443 3.915 -1.695  0.35
H: -3.524 2.682 -1.073  0.39
H: -3.374 0.272 -0.459  0.35
H: -1.180 -0.875 -0.429  0.47

Force components x, y, z for each atom (eV/Å):
-1.0 -0.1 -1.2
-0.8 0.9 0.9
0.8 -0.1 -0.5
0.4 -0.5 0.1
0.1 0.3 1.4
0.1 -0.4 -0.9
0.0 -0.7 0.5
0.5 1.4 -0.8
0.0 0.3 0.6
-0.1 -0.2 0.4
0.1 -0.8 -0.6
-0.4 0.3 0.3
0.2 -0.1 -0.5
-0.5 0.0 0.1
-0.6 0.1 0.2
0.1 0.0 -0.1
0.2 0.6 -0.8
-0.5 -0.8 0.6
-0.6 -0.2 -0.1
0.5 -0.2 -0.1
0.3 -0.2 0.1
0.2 0.0 -0.2
-0.3 0.0 0.5
0.7 0.0 -0.1
-0.1 0.1 -0.5
1.2 1.1 -1.2
-0.4 -3.1 -0.6
-0.8 -1.7 0.5
0.5 1.8 -0.1
0.1 0.6 0.1
0.3 0.1 -0.1
0.2 -0.1 -0.4
-0.5 0.0 0.0
0.1 0.0 0.2
-0.3 0.1 0.4
0.2 0.7 0.6
0.4 0.2 0.2
0.7 0.0 0.4
-0.4 0.2 -0.2
0.1 -0.2 -0.1
-1.0 0.2 -0.4
-0.3 0.0 0.3
-0.2 -0.2 0.0
-0.3 -0.2 0.0
-0.1 0.3 -0.1
0.1 0.2 -0.1
0.2 0.1 0.0
0.1 -0.2 0.1
0.1 0.2 0.6
0.1 0.1 0.0
0.2 0.1 0.1
-0.1 -0.1 -0.4
-0.2 -0.2 -0.2
0.0 -0.2 0.1
0.1 0.4 0.0
0.1 0.1 -0.3
-0.2 -0.1 -0.3
-0.4 -0.1 0.0
-0.2 0.0 0.3
0.2 0.0 0.2
0.1 0.2 0.0
0.7 0.5 1.1
0.2 -0.3 0.2
-0.2 -0.2 -0.2
-0.2 0.0 0.0
-0.1 -0.2 0.0
-0.2 0.0 -0.1
-0.2 0.3 0.0
0.1 0.2 0.0
0.2 0.0 0.0
-0.2 0.0 0.2
0.0 0.2 0.3
0.2 0.1 0.0
0.0 0.0 -0.1
-0.2 -0.2 -0.3
0.2 0.0 -0.7
-0.9 0.9 0.8
-0.1 -0.6 0.1
0.3 -0.2 0.2
0.2 -0.3 -0.3
0.4 0.1 0.0
0.0 0.1 -0.4
0.2 0.3 0.1
0.0 -0.3 0.2
-0.3 -0.2 0.1
0.1 -0.4 0.1
0.4 -0.1 0.1
0.3 0.1 0.0
0.0 0.1 -0.2